No. 1
79
Properties=species:S:1:pos:R:3 method="wB97M-V/def2-TZVPD" charge=+1 lumo_energy_ev=-2.829 de_lowest_kj_mol=18.6
Zr 0.4154 0.7239 0.4249
Cl 0.7479 0.7173 -2.2751
Cl 4.2266 -1.6148 1.1134
Cl -0.9307 4.2565 -3.1859
O -5.6329 2.4677 -0.0940
N -3.9980 0.4639 0.7071
N 1.5121 -0.7290 0.1351
N -1.8616 0.2781 0.3654
N -3.8754 0.2020 -0.6118
N 0.4188 0.5212 2.7565
C 4.7001 0.0331 -2.5001
C 2.5723 -0.5298 -0.7067
C -3.0924 5.1308 -1.7992
C -5.7884 2.1244 1.2729
C -1.5962 3.6542 -0.6438
C -0.5479 4.0089 3.6083
C -3.5963 4.4180 0.4664
C 2.2389 4.2662 2.6322
C 1.6882 2.4635 1.0878
C -2.5890 0.1042 -0.7880
C -2.4120 3.6933 0.4756
C 2.8316 2.8164 0.3604
C -7.7812 3.6220 1.7721
C -0.2476 1.6543 3.3567
C -1.6540 3.7970 4.4136
C -3.9056 5.1502 -0.6765
C -7.2969 2.1681 1.6931
C 3.4159 0.4195 -2.8315
C 4.9436 -0.6040 -1.2854
C -7.5224 1.5103 3.0611
C -1.9444 4.3572 -1.7824
C -5.3023 0.6622 1.3318
C -2.0466 2.5013 4.7185
C 3.6554 3.8684 0.7386
C 0.1888 2.9530 3.0660
C 3.9126 -0.8720 -0.4133
C -4.5348 4.4070 1.6504
C -2.8059 0.5002 1.2783
C 2.4047 0.1243 -1.9377
C -1.3365 1.4348 4.1919
C -8.1700 1.4393 0.6623
C 3.3600 4.5899 1.8836
C 1.3991 3.2254 2.2394
C -4.8857 3.0078 2.1798
H -7.6650 4.1530 0.8232
H 3.2042 0.9377 -3.7562
H -9.2183 1.5636 0.9360
H -7.9762 0.3665 0.6306
H -3.9433 2.4926 2.3737
H -2.1984 4.6414 4.8148
H -5.4400 4.9556 1.3888
H -8.0301 1.8375 -0.3411
H -4.0764 4.9620 2.4744
H -7.3234 0.4376 3.0380
H -8.5675 1.6317 3.3478
H -2.6456 0.6857 2.3261
H -8.8470 3.6299 2.0019
H 2.0283 4.8186 3.5401
H -2.1496 -0.1197 -1.7464
H 3.1036 2.2565 -0.5306
H -5.3596 3.1142 3.1561
H 4.5294 4.1138 0.1492
H -7.2752 4.1890 2.5537
H -5.9894 0.0131 0.7975
H 1.4284 0.5610 2.9041
H -2.8879 2.3188 5.3738
H 5.5175 0.2326 -3.1780
H -1.6095 0.4177 4.4573
H -6.9169 1.9585 3.8505
H -5.2177 0.3338 2.3656
H -2.1095 3.1559 1.3676
H -6.0728 3.3066 -0.2678
H -0.2466 5.0208 3.3705
H 0.0904 -0.3542 3.1539
H 4.0052 5.3982 2.2014
H 5.9518 -0.8862 -1.0151
H -4.8138 5.7426 -0.6992
H -3.3542 5.6953 -2.6832
H -0.6994 3.0469 -0.6722



No. 2
85
Properties=species:S:1:pos:R:3 method="wB97M-V/def2-TZVPD" charge=-2 multiplicity=2 lumo_energy_ev="4.117 / 4.117" de_lowest_kj_mol=0.0 s_squared=0.923
Mn -0.1400 -0.3855 0.6510
S -1.0235 2.7053 0.0535
S -0.2474 0.4590 -2.2541
F 2.1891 -0.3564 3.4337
F -1.2802 0.1170 3.4175
F 1.0842 1.4990 3.4111
F 0.8022 0.0919 5.0166
F -0.1745 -1.7762 3.4361
O -2.6556 1.0483 1.0493
O -0.2561 -3.2159 -0.7272
O -2.0029 -2.4863 -8.1074
O -0.1929 -3.6699 -7.6632
N -2.0817 -0.0725 0.7770
N 2.7002 -4.0075 2.4126
N 0.0602 1.7263 0.6699
N -0.8835 -2.1478 -0.0724
C 1.9169 -3.1937 1.4728
C -2.8783 5.7016 2.1246
C -0.1352 -0.4937 2.8594
C 0.8393 5.0277 -2.6837
C -1.7441 -0.9431 -5.7189
C -2.2949 4.9716 1.0992
C 4.7542 -0.9842 0.2836
C 2.6798 0.1596 -0.1109
C 1.8936 -0.8545 0.4765
C 4.0255 -2.0389 0.8125
C 0.1108 -2.3344 -5.1255
C 1.6074 5.7821 -0.5333
C -1.7506 3.7228 1.3687
C 0.9866 0.1791 3.6687
C -2.8298 -1.1669 0.6992
C -1.5768 -0.2219 -4.5612
C -0.5299 -0.5038 -3.6461
C -1.8114 3.1822 2.6408
C 2.6343 -1.9786 0.9153
C 4.0669 0.1238 -0.1917
C 1.9899 -5.2324 2.7053
C -2.1460 -2.3135 0.1822
C -0.0102 4.0149 -0.6803
C -0.8964 -2.0118 -6.0481
C -4.2807 -1.1674 1.0672
C -1.1053 -2.7021 -7.3260
C -2.8613 -3.6089 -0.0579
C 2.9819 -3.2935 3.6470
C 0.2851 -1.6170 -3.9653
C 0.0201 4.0919 -2.0641
C 0.7907 4.8517 0.0873
C 1.6279 5.8763 -1.9212
C -2.3948 3.9185 3.6636
C -2.9233 5.1776 3.4108
H 1.7940 -5.7779 1.7801
H -2.2474 0.5938 -4.3229
H 0.8819 2.2259 0.9910
H -3.2949 6.6809 1.9198
H 2.2643 6.6073 -2.4051
H 2.1732 1.0164 -0.5452
H -3.8955 -3.4368 -0.3546
H -2.2518 5.3790 0.0954
H -2.4420 3.4955 4.6594
H -3.3748 5.7492 4.2133
H -2.8666 -4.1950 0.8656
H 0.7691 4.7787 1.1691
H 3.6452 -3.8997 4.2723
H -2.3523 -4.1868 -0.8248
H 1.0784 -1.8826 -3.2770
H 3.4765 -2.3511 3.4229
H 1.0209 -5.0503 3.2047
H 0.8745 5.0797 -3.7647
H -4.5279 -2.0332 1.6879
H -4.4804 -0.2555 1.6270
H 0.9720 -2.8752 1.9244
H 2.5944 -5.8660 3.3614
H 4.5380 -2.9290 1.1641
H 0.5059 -2.7672 -1.1214
H -2.5401 -0.7008 -6.4125
H 0.7814 -3.1753 -5.2917
H 4.6094 0.9581 -0.6285
H 0.4875 -3.7018 -6.9814
H 2.0673 -3.0690 4.2172
H -0.5652 3.3878 -2.6431
H 2.2366 6.4305 0.0641
H -1.4203 2.1882 2.8071
H -4.9399 -1.1775 0.1914
H 5.8377 -1.0341 0.2347
H 1.6512 -3.8556 0.6456



No. 3
82
Properties=species:S:1:pos:R:3 method="wB97M-V/def2-TZVPD" charge=+2 lumo_energy_ev=-5.431 de_lowest_kj_mol=0.0
Hf -0.3925 -0.1172 0.5220
S 2.1542 0.7881 -1.0741
O 3.2456 1.2379 -0.2683
O 0.9482 1.6153 -1.1491
N 3.9627 -0.4412 -6.5011
N 0.7036 1.6834 1.5679
N 1.4593 -0.5378 -0.3986
N 1.1334 -1.8437 1.3620
N -1.9334 1.7020 0.8274
N 3.2057 -2.0450 0.2097
N -1.7035 -1.7582 0.3860
N -0.9065 0.1414 2.9251
N -1.4217 0.3943 -1.4959
C 0.1774 2.8907 1.3030
C 3.4912 -3.0995 0.9750
C -3.3933 -3.2657 0.5570
C 2.1727 1.1526 -3.7429
C -2.4875 -3.7267 -0.4340
C -1.1021 2.8970 0.5081
C -0.9832 -0.0777 -2.6781
C 2.5827 -3.6377 1.8811
C 2.0088 3.9869 2.3584
C -1.6694 1.7014 4.5596
C -0.2457 -0.5048 3.8936
C 2.0231 -1.5024 0.4133
C 1.8590 1.6210 2.2397
C 1.3983 -2.9585 2.0509
C -1.6246 1.2224 3.2664
C 0.8022 4.0600 1.6747
C -0.2564 -0.1028 5.2132
C -0.2894 -3.0348 -1.4317
C -3.3770 1.2050 -2.5926
C -2.9125 -2.0979 1.0525
C -3.0480 1.5873 -0.1446
C -0.9728 1.0316 5.5531
C 4.0066 -0.9120 -4.1489
C 3.5765 -0.6361 -2.8754
C -3.6160 -1.3287 2.1299
C -2.5926 1.0436 -1.4670
C -2.4813 1.8416 2.2010
C 2.5420 2.7454 2.6550
C 2.6160 0.8781 -5.0156
C -1.7145 0.0321 -3.8375
C 3.5407 -0.1584 -5.2443
C -1.4783 -2.8264 -0.5286
C 2.6504 0.3922 -2.6734
C -2.9434 0.6750 -3.7932
H -3.7954 0.9128 0.2681
H -4.2494 -0.5264 1.7401
H -0.6260 -3.2160 -2.4532
H 2.2615 1.4709 -5.8508
H -4.3140 1.7431 -2.5252
H -3.5269 2.5594 -0.2879
H -2.2538 2.5840 4.7878
H 4.7228 -1.7077 -4.3163
H 2.5237 4.8913 2.6559
H 4.7016 -1.1035 -6.6534
H 2.7994 -4.5344 2.4425
H -2.9533 -0.9272 2.8902
H 0.2932 -0.6675 5.9534
H -0.8441 2.8721 -0.5499
H 3.7288 0.1647 -7.2665
H -2.5634 -4.6401 -1.0069
H -4.2999 -3.7538 0.8847
H 3.4813 2.6423 3.1800
H -0.9951 1.3874 6.5752
H 1.4668 1.9540 -3.5674
H 0.3509 5.0153 1.4406
H 0.2696 -3.9205 -1.1222
H -3.4406 1.3323 2.2358
H 0.3163 -1.3728 3.5930
H -4.2935 -2.0137 2.6375
H -1.6636 3.8125 0.7010
H 3.9520 -1.2047 -2.0317
H -2.6708 2.8932 2.4236
H 2.2508 0.6307 2.4403
H -1.3203 -0.3740 -4.7590
H -3.5466 0.7760 -4.6868
H 0.6473 -3.2911 2.7591
H 4.4716 -3.5417 0.8360
H -0.0107 -0.5457 -2.6858
H 0.4153 -2.2140 -1.4725



No. 4
78
Properties=species:S:1:pos:R:3 method="wB97M-V/def2-TZVPD" charge=+1 multiplicity=5 lumo_energy_ev="-2.112 / -3.765" s_squared=6.048
Rh 0.6365 0.2273 0.1325
Se -0.4802 2.4633 0.3759
Se 0.4531 0.7568 -2.5790
S 1.7816 0.6706 2.5067
P -0.3946 -1.7865 1.0143
P -0.1273 2.6766 -1.7683
N 2.8648 0.8647 -0.3303
N 4.2276 1.5769 2.8784
N 3.7213 1.1738 0.7171
C 2.6704 5.0519 -3.5353
C -2.4546 4.1998 -1.9344
C 1.6217 4.1719 -3.3185
C 1.9073 4.4240 -0.9348
C -3.6815 4.5419 -3.9778
C -3.1365 -3.7651 0.9053
C -3.5580 0.2451 2.4743
C -2.3125 -0.1900 2.0557
C 0.3921 -2.3980 2.5530
C -2.8053 3.7012 -4.6519
C -0.2897 -3.1934 -0.1463
C -0.6453 -3.0000 -1.5238
C 1.7649 -2.7190 2.5962
C -0.3071 -4.0264 -2.4453
C 0.4970 -5.4240 -0.6695
C 0.2363 -4.4113 0.2512
C -4.4765 -1.8571 1.7779
C -1.3894 -1.8956 -1.9662
C 0.1699 -3.0399 4.8816
C 1.2327 3.8581 -2.0144
C -3.5101 4.7865 -2.6211
C 1.5159 -3.3612 4.9231
C -0.3850 -2.5643 3.7026
C 3.3004 1.1665 2.0000
C -1.7500 3.1103 -3.9724
C 0.2543 -5.2103 -2.0267
C -2.1298 -1.4532 1.4838
C -3.2294 -2.3286 1.3693
C 3.3426 5.6189 -2.4554
C 2.2963 -3.1980 3.7904
C 2.7090 -2.6114 1.4153
C -1.5658 3.3692 -2.6150
C 2.9638 5.3041 -1.1593
C -4.6507 -0.5914 2.3115
H 0.4466 -4.5923 1.2988
H -2.9497 3.4980 -5.7063
H 3.6190 -2.0835 1.7121
H -2.3754 -4.3133 1.4635
H 2.9660 5.2979 -4.5496
H -1.4572 0.4557 2.1911
H 5.1692 1.8192 2.6135
H -2.3264 4.3866 -0.8775
H 2.7067 1.6745 -0.9143
H -3.6717 1.2278 2.9153
H -5.3317 -2.5195 1.6896
H 3.9902 1.5594 3.8540
H 1.1118 3.7244 -4.1644
H -1.6440 -1.7879 -3.0152
H 1.5930 4.1942 0.0745
H 2.9981 -3.6017 1.0558
H -1.4353 -2.3108 3.6838
H 0.9005 -6.3700 -0.3281
H 3.3533 -3.4501 3.8269
H -0.5384 -3.8684 -3.4953
H -1.0898 2.4218 -4.4897
H -4.2051 5.4284 -2.0934
H -0.4509 -3.1588 5.7606
H -2.8891 -3.8424 -0.1523
H -4.0918 -4.2669 1.0601
H 3.2596 0.1348 -0.9015
H 0.4889 -5.9853 -2.7483
H 4.6191 1.5542 0.4882
H -5.6387 -0.2647 2.6164
H 4.1581 6.3136 -2.6287
H 3.4797 5.7547 -0.3183
H 1.9584 -3.7423 5.8356
H -4.5066 5.0021 -4.5101
H 2.2755 -2.0812 0.5750
H -1.7719 -1.1426 -1.2922



No. 5
79
Properties=species:S:1:pos:R:3 method="wB97M-V/def2-TZVPD" charge=+1 multiplicity=5 lumo_energy_ev="-1.977 / -4.623" de_lowest_kj_mol=61.0 s_squared=6.052
Rh 0.1996 -0.1045 -0.1662
S 2.0458 1.4394 2.3881
P -1.7582 -1.3176 -0.4639
O 3.3286 0.8167 2.1678
O 1.1666 0.7504 3.2904
O 2.2058 -1.1370 -0.2701
N 2.9499 7.0661 3.9056
N 1.3514 1.4596 -1.3179
N 1.2261 1.4916 0.9441
N 2.9972 2.6169 -0.0636
C -1.9160 1.8080 -0.4658
C 2.2863 3.1287 2.8745
C -3.1165 -5.5445 0.7028
C 0.3754 -2.1720 -3.8646
C 0.3768 -3.3371 -1.6707
C -4.2210 1.8980 0.2622
C -4.4748 -0.8497 -0.0109
C 1.8871 1.8778 -0.1355
C 2.9015 -1.5527 0.6493
C -2.3283 -3.0075 -0.0880
C -0.0902 -1.2340 -4.7694
C 1.4439 5.2136 3.6682
C 3.2005 2.4186 -2.4265
C 3.7981 4.9523 3.1726
C -2.3923 -4.7514 1.5766
C -5.5573 -0.0833 0.3973
C -3.4433 -5.0693 -0.5548
C -5.4131 1.2947 0.5550
C -3.2456 -0.2767 -0.3000
C -3.0900 1.1510 -0.1794
C -0.1223 -2.2495 -2.5702
C 3.5691 3.6455 2.8080
C 4.3893 -1.4703 0.5413
C 2.7352 5.7631 3.6027
C -1.5795 -0.3779 -3.1018
C -1.1230 -1.3340 -2.1854
C 2.2955 -2.1189 1.8875
C -3.0606 -3.8010 -0.9786
C -3.4387 -3.3328 -2.3492
C 2.0022 1.7203 -2.4343
C 3.6376 2.8647 -1.1826
C 1.2222 3.9026 3.3045
C -1.0804 -0.3400 -4.3881
C -1.9995 -3.4889 1.1777
H -6.5026 -0.5550 0.6109
H 1.2569 -2.4097 1.7023
H -4.6001 -1.9178 -0.0943
H 4.8899 -2.3869 0.8384
H 0.6241 5.8339 3.9953
H 0.3949 -3.0223 -0.6282
H -3.6377 -2.2628 -2.3692
H 2.2880 -1.3239 2.6376
H 3.7476 2.6174 -3.3327
H 3.8875 7.4239 3.9255
H -1.4389 -2.8496 1.8471
H -2.1383 -5.1155 2.5588
H 2.8668 -2.9540 2.2804
H 1.5433 1.3752 -3.3530
H 4.3599 3.0031 2.4589
H -1.0228 1.2846 -0.8355
H -6.2362 1.8869 0.9200
H 4.6748 -1.1879 -0.4711
H 0.3115 -1.2059 -5.7714
H 1.1403 -2.8706 -4.1702
H -2.6347 -3.5373 -3.0570
H 4.6991 -0.6744 1.2211
H -0.2607 -4.2167 -1.7561
H 0.2366 3.4659 3.3436
H -4.0937 2.9634 0.3734
H 1.3827 -3.6302 -1.9580
H -3.4327 -6.5323 1.0002
H 4.5458 3.4418 -1.0785
H -4.0121 -5.6943 -1.2276
H -1.4655 0.3807 -5.0934
H 2.2100 7.6358 4.2744
H -4.3253 -3.8575 -2.6968
H -1.8302 2.8736 -0.3527
H -2.3564 0.3132 -2.8014
H 4.7903 5.3724 3.1175



No. 6
84
Properties=species:S:1:pos:R:3 method="wB97M-V/def2-TZVPD" charge=-2 multiplicity=7 lumo_energy_ev="3.736 / 3.736" de_lowest_kj_mol=114.0 s_squared=12.052
Tb -0.3828 -0.3060 -0.5683
S 2.0433 -0.3031 2.3874
O -1.8974 -0.1594 1.0949
O -0.3606 -1.3726 -2.4064
O -5.3665 4.6700 1.6942
O -1.8779 4.0043 -3.3149
O -1.5188 0.5380 -2.3730
O -0.2289 1.9479 -0.3358
O -1.9733 1.0248 3.0072
O -5.1222 5.7135 -0.1722
O 1.0639 0.3089 1.4362
N -1.2243 3.4868 -2.4390
N 0.0566 0.1654 -4.1140
N -1.9960 -1.0895 -4.0497
N -4.7948 4.8420 0.6244
C -0.5706 -3.5835 -0.5828
C 5.1536 -1.2826 -0.8506
C 0.6682 1.0433 4.3628
C -3.6857 3.9708 0.2891
C 1.0404 0.9556 -3.3931
C 3.3554 0.9072 2.4302
C -3.2689 2.9800 1.2060
C 2.7857 -1.8813 -0.9148
C 2.8449 -1.7524 -2.3160
C -0.0024 0.3937 8.0409
C 1.3188 -0.8452 6.2964
C 0.6466 -3.2070 1.9599
C 1.5228 -2.1788 -0.2426
C -2.5961 -0.1786 -5.0013
C 4.0186 -1.3891 -2.9531
C -1.9537 3.3210 -1.1968
C -1.3899 2.4461 -0.2409
C 1.4438 -0.0577 4.0400
C 0.5385 0.2529 6.6438
C 0.2203 1.1897 5.6641
C -1.9817 0.9240 1.7831
C -0.6786 -3.0575 1.8006
C 1.7632 -1.0124 4.9928
C -3.0194 -1.6865 -3.2187
C 0.8853 -3.4862 -0.5922
C -1.3001 -3.2283 0.4918
C -1.5339 0.2761 -5.9778
C 1.5605 -3.2392 0.8129
C -0.4609 0.9955 -5.1878
C -0.9747 -0.4128 -3.1972
C -2.2169 2.1596 0.9334
C -3.0677 4.0986 -0.9325
C 5.1865 -1.1448 -2.2323
C 3.9783 -1.6480 -0.2073
H 1.2588 0.5624 -2.3980
H -3.4107 4.8059 -1.6740
H 1.4112 -4.1338 -1.2915
H -2.5534 -2.2714 -2.4269
H -1.3289 -2.9359 2.6581
H 1.5594 -1.5910 7.0462
H 2.5136 -3.7447 0.9766
H -0.8770 1.9414 -4.7961
H 0.7100 1.9887 -3.2297
H 0.6676 -0.0571 8.7747
H -2.3828 -3.2425 0.4416
H -3.6329 -2.3609 -3.8274
H 2.3423 -1.8839 4.7115
H -1.1028 -0.6048 -6.4638
H 6.0987 -0.8501 -2.7380
H -0.1448 1.4414 8.3076
H -0.9728 -0.0994 8.1334
H -3.4195 -0.6930 -5.5106
H 3.8559 0.8520 1.4646
H -3.6777 -0.9390 -2.7481
H -0.4168 2.0305 5.9108
H 1.0551 -3.3213 2.9607
H 4.0460 0.6700 3.2398
H 0.3674 1.7385 3.5921
H -1.0575 -3.9454 -1.4810
H 1.9261 -1.8903 -2.8782
H 4.0167 -1.2801 -4.0325
H 3.9749 -1.7764 0.8708
H 2.9009 1.8880 2.5706
H -3.8230 2.8354 2.1241
H 1.9927 0.9540 -3.9353
H -1.9520 0.9369 -6.7437
H 0.3807 1.2696 -5.8374
H 6.0521 -1.1088 -0.2657
H -3.0276 0.7014 -4.4866